C12H45N3O9 | ωB97M-V/def2-TZVPD

Calculated values
Charge   0
2S+1   1
Highest occupied orbital energy   -9.3 eV
DFT total energy   -36070.397 eV
Energy relative to the best compared isomer or geometry (same formula, charge and spin)   122.77 kJ/mol
LUMO energy   0.058 eV
SMILES   COC[C@H](C)N.COC[C@H](C)N.COC[C@H](C)N.O.O.O.O.O.O
Maximum force   0.0540 Eh/bohr

```
69
Properties=species:S:1:pos:R:3:nbo_charge:R:1
C 2.519 1.111 -1.255 -0.2445
O 3.727 1.708 -0.820 -0.5402
C 3.622 2.135 0.537 -0.0601
C 4.837 2.952 0.918 -0.0737
C 4.920 2.996 2.457 -0.6188
N 4.729 4.306 0.363 -0.8108
H 2.606 0.927 -2.322 0.1925
H 1.664 1.752 -1.019 0.1752
H 2.371 0.161 -0.720 0.1537
H 2.681 2.664 0.732 0.1625
H 3.591 1.193 1.103 0.1626
H 5.726 2.457 0.529 0.1974
H 5.821 3.545 2.732 0.2086
H 5.023 1.977 2.838 0.2058
H 4.038 3.482 2.874 0.1999
H 3.806 4.678 0.613 0.3398
H 5.270 4.984 0.904 0.3477
C 0.270 -4.798 2.999 -0.2526
O -0.642 -5.166 2.009 -0.5450
C -1.469 -4.069 1.594 -0.0787
C -1.862 -4.341 0.133 -0.0672
C -0.577 -4.625 -0.687 -0.6121
N -2.302 -3.033 -0.480 -0.8500
H 0.825 -5.679 3.333 0.1931
H -0.148 -4.371 3.918 0.1665
H 1.046 -4.107 2.641 0.1615
H -2.365 -4.057 2.225 0.1771
H -0.940 -3.125 1.741 0.1714
H -2.570 -5.154 0.009 0.2009
H -0.702 -4.487 -1.757 0.2077
H -0.217 -5.631 -0.466 0.2224
H 0.191 -3.924 -0.361 0.2067
H -2.925 -2.571 0.192 0.3507
H -1.460 -2.469 -0.361 0.3526
C -0.192 3.170 3.316 -0.2523
O -1.312 2.463 2.830 -0.5379
C -1.208 2.314 1.423 -0.0636
C -2.420 1.554 0.924 -0.0733
C -2.551 0.211 1.629 -0.6313
N -2.382 1.400 -0.539 -0.8582
H -0.232 3.161 4.410 0.1899
H -0.271 4.226 3.041 0.1705
H 0.771 2.726 3.057 0.1659
H -1.182 3.323 0.994 0.1797
H -0.307 1.780 1.085 0.1559
H -3.297 2.154 1.195 0.1881
H -2.804 0.272 2.694 0.2268
H -1.594 -0.327 1.700 0.1937
H -3.307 -0.422 1.166 0.2008
H -1.440 1.024 -0.713 0.3761
H -2.904 0.558 -0.775 0.3788
O -1.831 3.207 -2.729 -0.9914
H -1.280 2.566 -3.201 0.4714
H -2.039 2.766 -1.875 0.4906
O -3.958 -0.831 -1.787 -0.9764
H -4.582 -1.439 -2.200 0.4813
H -3.179 -1.381 -1.590 0.4996
O -0.323 -0.246 -1.923 -1.0088
H 0.115 -1.119 -1.998 0.4972
H -0.190 0.173 -2.794 0.5018
O -0.578 1.256 -4.591 -0.9973
H -0.094 1.238 -5.423 0.4798
H -1.515 1.062 -4.832 0.5157
O 1.359 -2.594 -2.192 -0.9543
H 2.322 -2.531 -2.196 0.4873
H 1.137 -3.044 -3.018 0.4820
O -3.118 0.203 -4.353 -0.9722
H -3.082 0.298 -3.388 0.5060
H -3.636 -0.592 -4.494 0.4752
```